1.
21
Properties=species:S:1:pos:R:3:forces:R:3 method="wB97M-V/def2-TZVPD" mol_weight_g_mol=121.140 e_above_lowest_kcal_mol=33.5 lumo_ha="-0.113 / -0.303" charge=+1 homo_lumo_gap_ev="6.835 / 7.651" energy_ev=-16735.8821 multiplicity=3
C 1.9509 1.3608 -0.3858 1.2 -0.8 1.1
C -2.6076 0.9613 0.0362 4.2 0.4 -1.6
C 0.6772 -0.7936 1.6797 0.1 0.8 -0.4
C 1.3986 0.0767 -1.0746 0.6 1.4 2.2
C -2.0758 -0.4380 -0.2636 -5.4 1.9 2.0
O 0.2885 -2.2805 -0.4932 -1.0 -0.7 0.4
P 0.1077 -0.7753 -0.0925 4.1 1.8 1.4
H 3.0306 1.1759 -0.0150 -1.8 0.2 -0.6
H 2.0023 2.2068 -1.0503 -0.2 0.2 -0.2
H 1.3548 1.6115 0.4986 0.1 0.3 -0.2
H -2.2985 1.3798 1.0145 0.5 -0.3 -0.4
H -2.0911 1.6091 -0.8616 -2.2 -0.9 2.2
H -3.6617 0.9640 0.2116 -1.1 0.1 -1.0
H 1.7388 -0.5375 1.4826 -0.4 0.0 0.3
H 0.6757 -1.7907 2.1120 -0.4 0.1 0.2
H 0.1979 0.0311 2.2777 0.4 -1.2 -0.5
H 2.1836 -0.6012 -1.0051 1.5 -1.6 -0.8
H 1.0708 0.2989 -2.0303 -0.6 0.0 -2.0
H -2.3313 -0.7717 -1.1966 -0.1 -0.9 -2.7
H -2.2981 -1.1542 0.4827 0.3 -1.1 1.1
H 0.6864 -2.5333 -1.3270 0.0 0.0 -0.6

2.
81
Properties=species:S:1:pos:R:3:forces:R:3 method="wB97M-V/def2-TZVPD" mol_weight_g_mol=716.711 smiles="O=S1(=O)OCCO1.O=S1(=O)OCCO1.O=S1(=O)OCCO1.O=C1CCCO1.O=C1CCCO1.O=C1CCCO1.O=C1CCCO1" lumo_ha=0.007 charge=0 homo_lumo_gap_ev=9.986 energy_ev=-96849.4761 multiplicity=1
O -8.9034 7.6393 7.9601 -1.1 0.6 -1.1
S -10.0351 8.1821 7.2409 -0.7 1.4 0.7
O -10.4064 7.7438 5.9291 0.7 0.5 1.2
O -11.3255 8.0745 8.2194 0.7 -1.2 -0.6
C -11.6259 9.3015 8.8496 -0.5 0.7 0.8
C -10.3790 10.1589 8.7003 0.1 -0.9 -0.8
O -10.0522 9.8532 7.3182 0.7 -1.6 -0.8
H -12.4955 9.7047 8.3230 0.2 0.4 0.0
H -11.9171 9.1267 9.8874 0.2 -0.2 -0.1
H -9.5042 9.7915 9.2388 -0.4 0.3 0.7
H -10.5419 11.2233 8.8237 0.1 0.0 -0.2
O -9.8827 11.2074 12.6090 0.9 -0.6 0.2
S -8.6768 10.5120 12.2866 2.1 -1.5 0.8
O -7.9715 10.8458 11.0791 -0.5 -0.1 0.6
O -7.5847 10.4529 13.5218 -1.1 0.9 0.2
C -6.7372 9.2906 13.3729 -1.0 -0.3 -2.0
C -7.6706 8.2763 12.6642 1.2 -1.1 0.3
O -8.8762 8.9058 12.3548 -1.7 1.7 -0.9
H -5.9647 9.5850 12.6666 0.4 -0.1 0.4
H -6.3698 8.7520 14.2395 0.0 1.2 0.7
H -7.9314 7.4624 13.3410 0.1 -0.1 -0.1
H -7.1614 7.8834 11.7818 -0.4 -0.1 -0.1
O -7.1248 5.4164 10.9520 -1.3 -0.5 -0.3
S -7.5309 4.0455 10.7866 0.3 0.3 0.4
O -6.8616 3.1332 11.6602 -0.7 -0.2 -1.1
O -9.1211 3.7352 10.8379 1.1 0.1 0.9
C -9.7586 3.9470 9.5610 -0.2 1.4 1.3
C -8.6159 4.2274 8.5867 -1.1 -1.1 -1.0
O -7.4604 3.7013 9.2281 1.0 0.1 0.4
H -10.4146 3.1049 9.3594 0.3 -0.1 -0.1
H -10.3306 4.8534 9.7727 -0.4 -0.2 -0.7
H -8.6100 5.2691 8.2733 0.7 0.1 0.4
H -8.7663 3.6027 7.7073 0.2 0.2 -0.1
O -5.7890 5.0429 15.6518 -0.5 -0.2 -0.2
C -6.9617 4.7832 15.5822 1.4 -0.3 0.6
C -7.6009 3.4062 15.4060 -0.8 1.2 0.4
C -9.0500 3.7908 15.1630 -0.7 0.3 -2.3
C -9.2252 5.2496 15.6296 0.9 -1.1 0.6
O -7.8799 5.7584 15.6880 -0.5 0.2 0.1
H -7.0762 2.9129 14.5946 -0.2 -0.3 0.1
H -7.6408 2.8510 16.3433 1.0 -0.1 0.0
H -9.2547 3.8959 14.0896 0.2 -0.6 -0.1
H -9.7718 3.0635 15.5266 -0.1 0.2 0.3
H -9.7182 5.8728 14.8912 -0.6 0.0 0.4
H -9.6499 5.2172 16.6344 -0.2 0.8 -0.1
O -5.1995 8.2407 6.7508 -0.7 0.1 -0.1
C -4.8412 8.6866 7.7968 0.8 -0.1 0.1
C -5.5265 8.7639 9.1482 0.1 -2.0 -0.7
C -4.3994 9.0964 10.1331 -1.5 2.1 -0.4
C -3.1460 9.3327 9.2757 -1.0 0.1 -0.2
O -3.5762 9.1666 7.9164 0.5 -0.5 -0.1
H -6.3840 9.4306 9.0854 0.2 0.3 0.2
H -5.9357 7.7606 9.3014 -0.1 0.1 0.1
H -4.7980 10.0721 10.4294 0.8 0.0 1.0
H -4.2913 8.4441 10.9915 0.1 -0.1 -0.1
H -2.8079 10.3662 9.2697 0.4 -0.1 0.7
H -2.3818 8.6160 9.5712 0.3 0.1 -0.5
O -6.6083 14.3559 13.4332 -0.8 0.2 -0.3
C -7.7499 14.6891 13.6174 1.4 -0.3 -0.7
C -8.8995 14.7711 12.6140 -0.3 1.1 0.0
C -10.0737 15.2698 13.4617 -0.2 -0.8 1.0
C -9.5564 15.0931 14.9128 -1.2 1.0 -1.1
O -8.1370 15.0928 14.8392 -0.8 -0.3 0.7
H -8.7353 15.5843 11.9042 0.7 -0.2 -0.1
H -8.9929 13.8704 12.0140 -0.2 -0.2 0.3
H -10.3349 16.3166 13.3227 0.2 -0.1 -0.5
H -10.9859 14.6744 13.4345 0.0 0.1 -0.6
H -9.9182 15.9582 15.4636 0.4 -0.2 0.6
H -10.0406 14.1811 15.2598 0.8 -0.2 0.7
O -4.7839 9.5447 16.0860 0.9 -0.7 -0.6
C -4.6603 10.0847 17.1334 -2.3 2.0 0.3
C -4.7147 9.5539 18.5175 0.4 -1.1 1.4
C -4.9892 10.7223 19.4478 0.6 1.0 0.0
C -5.2367 11.9213 18.4998 -0.2 -0.8 0.1
O -4.8593 11.4571 17.2111 0.5 -0.2 -0.7
H -5.4792 8.7824 18.6148 -0.1 0.0 -0.4
H -3.7897 9.0503 18.8053 0.1 0.0 -0.3
H -5.8148 10.5718 20.1383 0.0 -0.1 0.0
H -4.0965 10.9733 20.0218 -0.1 -0.3 0.2
H -6.2966 12.1832 18.4835 0.0 0.1 -0.2
H -4.6521 12.8062 18.7395 0.0 0.0 0.0

3.
24
Properties=species:S:1:pos:R:3:forces:R:3 method="wB97M-V/def2-TZVPD" mol_weight_g_mol=483.778 e_above_lowest_kcal_mol=14.8 lumo_ha="0.150 / 0.150" charge=-2 homo_lumo_gap_ev="4.300 / 4.296" energy_ev=-231820.8478 multiplicity=2
Cu 1.5045 0.0123 0.0396 0.4 0.8 -0.3
S 4.0246 -2.5137 2.7882 -0.3 -0.4 0.1
As 3.5778 -0.7906 1.6270 1.5 -0.2 0.7
S 3.2050 -1.3550 -0.4622 0.0 -0.4 -0.4
S 1.6725 0.1010 2.3024 -0.5 0.3 0.3
S 5.1504 0.6213 1.7668 0.0 0.3 -0.1
C -0.6924 2.3174 -0.2285 0.1 -0.2 0.1
O 0.5237 2.7117 -0.8067 -0.1 0.3 -0.1
C 1.6442 1.8550 -0.7098 -0.1 -0.1 0.1
O 2.6554 2.3405 -1.1160 0.0 -0.1 -0.1
H -1.1947 3.2126 0.1446 0.0 0.0 0.0
H -0.5315 1.6292 0.6059 0.0 0.0 0.0
H -1.3418 1.8419 -0.9712 -0.1 -0.1 0.0
Br 0.2176 -0.8130 -2.9611 0.0 0.0 0.1
C -0.8841 -0.9728 -1.4239 0.3 -0.2 0.1
C -2.2569 -0.9785 -1.6125 -0.3 0.0 -0.1
C -3.0678 -1.0649 -0.4946 0.4 0.0 0.1
C -2.4542 -1.2127 0.7451 -0.4 -0.1 -0.1
C -1.0778 -1.2474 0.8162 0.3 0.0 0.1
N -0.2817 -1.0781 -0.2505 -1.3 -0.1 -0.6
H -2.6595 -0.9066 -2.6125 0.0 0.1 0.0
H -4.1451 -1.0267 -0.5888 0.0 0.0 0.0
H -3.0413 -1.3055 1.6491 0.0 0.0 0.0
H -0.5467 -1.3774 1.7534 0.1 0.2 0.0

4.
32
Properties=species:S:1:pos:R:3:forces:R:3 method="wB97M-V/def2-TZVPD" mol_weight_g_mol=387.659 e_above_lowest_kcal_mol=19.4 lumo_ha="0.103 / 0.103" charge=-1 homo_lumo_gap_ev="5.193 / 5.234" energy_ev=-61838.0071 multiplicity=6
Dy 0.9496 -0.4481 -0.0832 -2.1 -1.6 4.2
Cl 0.8164 -2.9079 -0.6359 -0.1 -1.5 0.4
Cl 1.8376 1.6342 1.1400 0.2 0.8 1.0
C 2.5688 -0.1659 -1.3000 0.7 0.4 -1.3
H 3.1535 0.7550 -1.2579 0.0 -0.2 -0.4
H 2.9360 -0.9530 -1.9599 0.1 0.3 -0.5
C -0.3452 0.9462 -1.5151 -3.0 0.2 3.8
C 0.7851 0.4360 -2.0819 5.3 1.1 -7.2
H -0.2388 1.6573 -0.6583 0.0 0.1 -1.1
C 0.5249 -0.7154 -3.1357 -0.1 0.4 1.0
H 1.4443 1.2293 -2.5274 -0.2 -0.6 -0.5
C -0.6148 -0.3405 -4.0781 0.2 -0.1 0.0
H 1.4536 -0.9561 -3.6740 -0.3 0.2 0.1
H 0.2553 -1.6174 -2.5415 0.0 0.4 -0.7
C -1.9040 -0.0682 -3.3072 -0.1 0.1 0.2
H -0.3227 0.5596 -4.6303 0.0 0.1 0.0
H -0.7656 -1.1364 -4.8243 -0.1 0.1 0.1
C -1.7139 0.9379 -2.1493 -0.2 -0.3 -0.1
H -2.6672 0.3144 -4.0001 0.0 -0.1 0.1
H -2.2975 -1.0091 -2.9053 0.2 0.0 0.0
H -1.9385 1.9396 -2.5427 0.0 0.1 -0.1
H -2.4887 0.7366 -1.3962 0.0 0.1 -0.1
C -1.2129 0.6079 3.7919 -0.3 0.1 0.0
C -0.2417 -0.2358 3.0158 -0.1 -0.2 -1.1
C 0.9760 -0.7061 3.7624 0.1 -0.3 0.0
O -0.4438 -0.5208 1.8312 -0.3 0.2 2.6
H -1.1361 0.3968 4.8623 -0.1 0.1 -0.2
H -2.2302 0.4132 3.4398 0.2 0.1 0.0
H -0.9789 1.6706 3.6372 0.0 -0.2 -0.1
H 1.2361 -1.7260 3.4517 0.0 0.3 0.0
H 1.8232 -0.0434 3.5365 -0.2 0.0 -0.1
H 0.7825 -0.6793 4.8391 0.2 -0.1 -0.2